(one)
9
Properties=species:S:1:pos:R:3 method="wB97M-V/def2-TZVPD" molar_mass_g_mol=129.1 smiles="NP(=O)(S)S" homo_lumo_gap_ev=10.17 spin_multiplicity=1 homo_energy_ev=-9.94 lumo_energy_ev=0.2
N 0.730 0.893 0.620
P -0.073 -0.296 -0.229
O 0.144 -0.061 -1.640
S 0.889 -2.182 0.228
S -2.094 -0.084 0.299
H 1.820 0.826 0.280
H 0.753 0.644 1.563
H 1.151 -1.721 -0.983
H -2.251 0.647 -0.879


(two)
9
Properties=species:S:1:pos:R:3 method="wB97M-V/def2-TZVPD" molar_mass_g_mol=129.1 homo_lumo_gap_ev=8.00 spin_multiplicity=1 homo_energy_ev=-9.35 lumo_energy_ev=-1.3
N -0.788 -1.137 -1.172
O -0.774 -1.136 1.296
P -0.496 -0.237 0.052
S -1.442 1.686 0.568
S 2.083 0.405 0.496
H -0.300 -0.694 -1.905
H -0.401 -2.059 1.220
H -0.278 2.113 0.127
H 2.396 1.058 -0.682


Which of them is least stable? Easy: (two).